Record 1
5
Properties=species:S:1:pos:R:3:forces:R:3 method="wB97M-V/def2-TZVPD" total_energy_ha=-645.38173 charge=0 lumo_ev="-0.92 / -0.92" relative_energy_kj_mol=350.73 spin_multiplicity=1
N 0.836778 -0.786755 -0.507267 -1.6 1.9 1.1
N -0.486984 0.539266 -0.018800 3.2 0.8 -0.6
O 0.337569 -1.408470 -1.292623 0.0 -0.7 -0.6
Cl 0.353603 1.577347 1.173553 -0.3 -0.4 -0.8
H -1.040965 0.078613 0.645136 -1.3 -1.6 1.0

***

Record 2
6
Properties=species:S:1:pos:R:3:forces:R:3 method="wB97M-V/def2-TZVPD" total_energy_ha=-720.57260 smiles="O=[N+]([O-])NCl" charge=0 lumo_ev=-1.10 relative_energy_kj_mol=231.04 spin_multiplicity=1
O -1.593432 -0.446448 0.213888 3.7 -1.8 -1.2
N -0.216341 -0.643545 -0.014347 -7.3 2.4 1.9
O 0.372034 -1.626980 -0.016422 2.0 -2.4 -0.1
N 0.193500 0.578786 -0.130827 3.5 1.3 -0.4
Cl 1.911878 1.027316 0.196916 -2.4 -0.6 -0.6
H -0.667640 1.110870 -0.249209 0.5 1.1 0.5